C7H15N2OS | wB97M-V/def2-TZVPD

Cartesian coordinates (Å):
C 0.74 -0.37 0.02
C -2.28 0.01 -0.09
C 2.24 -0.44 -0.03
C -3.25 -0.51 0.85
C -1.88 1.40 0.19
C 2.86 -0.95 -1.37
C 3.09 -0.54 1.26
N 1.42 0.73 -0.18
N -2.67 -0.28 -1.36
O 1.32 2.05 -0.17
S -0.59 -1.34 0.10
H -3.33 -1.60 0.79
H -4.17 0.03 0.61
H -3.03 -0.40 1.97
H -1.12 1.74 -0.55
H -1.64 1.58 1.24
H -2.80 1.88 -0.07
H 4.02 -0.65 -1.52
H 2.39 -0.36 -2.18
H 2.80 -2.10 -1.29
H 3.51 -1.55 1.32
H 2.30 -0.33 2.16
H 3.83 0.18 1.30
H -3.21 -1.09 -1.32
H -2.40 0.31 -2.17
H 1.87 2.57 0.49

The value obtained for the HOMO energy is -12.886 eV. The value obtained for the calculated total energy is -23353.8381 eV. The gap between HOMO and LUMO is 9.558 eV. As for the charge: +1.